Entry 1:
Molecular formula: C11H21F2N5O16
Method: DFT, wB97M-V/def2-TZVPD

CARTESIAN COORDINATES (ANGSTROEM)
1 O -1.7726 -5.3939 1.7314
2 C -2.7723 -4.8214 2.0982
3 O -4.0111 -5.2323 1.8178
4 C -4.9726 -4.2530 2.2123
5 C -4.1941 -3.4668 3.2146
6 F -4.2279 -3.9846 4.5035
7 O -2.9283 -3.5970 2.7157
8 H -5.1646 -3.6818 1.3040
9 H -5.8861 -4.6242 2.6770
10 H -4.5858 -2.4563 3.3309
11 O 1.8019 6.2960 -9.3349
12 C 1.8190 5.3069 -8.6553
13 O 2.5797 5.0372 -7.6014
14 C 2.0851 3.8737 -6.9363
15 C 1.3665 3.2027 -8.1188
16 F 0.2788 2.6954 -7.6276
17 O 1.0398 4.3056 -8.8509
18 H 2.9174 3.3531 -6.4626
19 H 1.3596 4.1003 -6.1549
20 H 1.8416 2.3962 -8.6773
21 C 0.5257 -0.5748 9.2267
22 N -0.7053 -0.1788 9.8231
23 O -0.7045 0.9325 10.2950
24 O -1.6081 -0.9744 9.7926
25 H 0.6644 -0.0712 8.2700
26 H 0.6014 -1.6598 9.1548
27 H 1.3053 -0.1287 9.8443
28 C -4.0603 -6.2342 -4.3944
29 N -5.5410 -6.0210 -4.2320
30 O -6.0182 -4.9702 -4.4579
31 O -6.1614 -6.9853 -3.9404
32 H -3.5560 -5.3048 -4.6591
33 H -4.2036 -6.9824 -5.1739
34 H -3.6470 -6.7798 -3.5461
35 C 0.8234 0.7411 1.0844
36 N 1.0323 0.1257 -0.2751
37 O -0.0196 -0.1465 -0.9327
38 O 2.1991 0.0511 -0.6277
39 H -0.2423 0.9363 1.2036
40 H 1.3328 1.7033 1.0309
41 H 1.4143 0.2434 1.8533
42 C 9.3349 -0.2959 -3.3356
43 N 9.0584 0.7953 -4.3493
44 O 9.6893 0.8970 -5.4138
45 O 8.3013 1.7232 -3.9493
46 H 10.0877 0.1108 -2.6604
47 H 9.8428 -1.0686 -3.9128
48 H 8.5081 -0.7703 -2.8069
49 C -1.6514 6.3057 5.9255
50 N -2.8145 5.4763 5.4133
51 O -2.5282 4.2993 5.1899
52 O -3.8622 6.1368 5.3653
53 H -1.5668 6.2665 7.0115
54 H -1.7318 7.2969 5.4792
55 H -0.6733 6.0496 5.5184

ΔE to the lowest compared entry with this formula, charge and spin ... 295.1 kJ/mol
Electronic energy ... -57376.3524 eV
SMILES ... O=C1OC[C@@H](F)O1.O=C1OC[C@@H](F)O1.C[N+](=O)[O-].C[N+](=O)[O-].C[N+](=O)[O-].C[N+](=O)[O-].C[N+](=O)[O-]
Charge ... 0

Entry 2:
Molecular formula: C44H115N7O15
Method: DFT, wB97M-V/def2-TZVPD

CARTESIAN COORDINATES (ANGSTROEM)
1 C 7.1340 -0.9490 -1.1834
2 O 6.1943 -1.8825 -1.7199
3 C 4.9322 -1.7622 -1.0797
4 C 4.0777 -2.9794 -1.4764
5 C 3.6288 -2.8346 -2.9184
6 N 2.8725 -3.0757 -0.6396
7 H 7.2193 -1.0515 -0.1007
8 H 6.8840 0.0648 -1.5045
9 H 8.0870 -1.2407 -1.6268
10 H 5.0203 -1.8729 0.0098
11 H 4.4706 -0.8207 -1.3940
12 H 4.5973 -3.9257 -1.3175
13 H 2.8311 -2.0988 -3.0370
14 H 3.2653 -3.7769 -3.3457
15 H 4.4810 -2.6383 -3.5753
16 H 3.1748 -3.0628 0.3360
17 H 2.3528 -2.1986 -0.7021
18 C -2.5268 -2.9281 -0.1548
19 O -1.3325 -2.8480 0.5997
20 C -1.1482 -3.9876 1.4545
21 C 0.2401 -4.1219 2.0723
22 C 0.3119 -5.2726 3.0372
23 N 0.7379 -2.9088 2.7394
24 H -2.6129 -2.0539 -0.7927
25 H -3.3966 -2.9978 0.5045
26 H -2.5078 -3.8241 -0.7859
27 H -1.8697 -3.8588 2.2777
28 H -1.4749 -4.8500 0.8624
29 H 0.9114 -4.3928 1.2464
30 H 1.2451 -5.3380 3.5907
31 H 0.1689 -6.2163 2.5054
32 H -0.4847 -5.1515 3.7827
33 H 0.6174 -2.1276 2.1030
34 H 0.1398 -2.6735 3.5310
35 C 0.9611 6.8699 6.3675
36 O 0.0434 5.8844 5.9524
37 C 0.3633 4.5946 6.4194
38 C -0.7162 3.6758 5.8780
39 N -0.4809 2.2966 6.3757
40 C -1.3450 1.2699 5.7731
41 C -1.3296 1.2994 4.2397
42 O -2.1401 0.2307 3.8006
43 C -1.9410 0.0446 2.4169
44 H 0.7621 7.1542 7.4052
45 H 0.8724 7.7710 5.7618
46 H 1.9862 6.5084 6.2389
47 H 0.3861 4.5398 7.5172
48 H 1.3687 4.2921 6.1092
49 H -0.6926 3.6303 4.7914
50 H -1.6917 4.0525 6.2063
51 H -0.7772 2.3972 7.3441
52 H -2.3850 1.4887 6.0481
53 H -1.0954 0.2664 6.1102
54 H -0.2992 1.2072 3.8832
55 H -1.7834 2.2341 3.8975
56 H -2.1396 0.9691 1.8601
57 H -2.5561 -0.7593 2.0206
58 H -0.9020 -0.2340 2.2002
59 C -3.7393 4.2757 -2.4452
60 O -2.5680 4.4254 -3.1887
61 C -1.4604 3.6765 -2.7271
62 C -0.2982 3.9917 -3.6534
63 N -0.5473 3.7964 -5.0593
64 C 0.5325 4.3445 -5.8827
65 C 1.8342 3.5599 -5.7822
66 O 2.6667 3.9999 -6.8141
67 C 3.9150 3.3417 -6.8663
68 H -3.6139 4.5182 -1.3821
69 H -4.1116 3.2415 -2.4067
70 H -4.5293 4.8790 -2.8833
71 H -1.6935 2.6047 -2.7469
72 H -1.2074 3.9599 -1.7006
73 H 0.5532 3.3789 -3.3483
74 H 0.0525 5.0052 -3.3940
75 H -1.3598 4.2924 -5.4060
76 H 0.7564 5.3920 -5.6256
77 H 0.2201 4.3852 -6.9256
78 H 1.5725 2.4963 -5.9274
79 H 2.3162 3.5948 -4.7960
80 H 4.5161 3.8010 -7.6456
81 H 3.7385 2.2768 -7.0498
82 H 4.4368 3.4735 -5.9092
83 C -5.7875 -5.6437 0.3762
84 O -5.6319 -4.3676 0.9581
85 C -6.6850 -4.0776 1.8611
86 C -6.4297 -2.6739 2.3988
87 N -6.3920 -1.7215 1.2817
88 C -5.7920 -0.4705 1.7489
89 C -5.4001 0.4401 0.5964
90 O -4.2923 -0.1571 -0.0482
91 C -3.6529 0.7197 -0.9657
92 H -6.7508 -5.6951 -0.1452
93 H -5.5897 -6.4603 1.0713
94 H -5.0860 -5.6975 -0.4622
95 H -6.6691 -4.8202 2.6645
96 H -7.6646 -4.0911 1.3725
97 H -5.4817 -2.7346 2.9530
98 H -7.1933 -2.2630 3.0605
99 H -5.7745 -2.0466 0.5428
100 H -4.8113 -0.6437 2.2166
101 H -6.4104 0.0273 2.4970
102 H -5.1719 1.4148 1.0515
103 H -6.1717 0.5826 -0.1700
104 H -3.3472 1.6014 -0.3949
105 H -4.2913 0.9112 -1.8339
106 H -2.7897 0.2002 -1.3789
107 C 2.5508 0.2473 11.2121
108 O 2.6509 -0.0557 9.8449
109 C 2.4262 1.0816 8.9996
110 C 2.5880 0.6467 7.5488
111 N 2.4651 1.8282 6.7175
112 C 3.1711 1.6968 5.4440
113 C 2.7199 0.5339 4.5244
114 O 3.2937 0.8160 3.2508
115 C 2.5747 0.2326 2.1974
116 H 1.5907 0.6879 11.5024
117 H 3.3879 0.8846 11.5102
118 H 2.6117 -0.6977 11.7517
119 H 3.1663 1.8487 9.2404
120 H 1.4159 1.4113 9.2697
121 H 1.9189 -0.1783 7.2727
122 H 3.5860 0.2028 7.4879
123 H 1.4821 2.0566 6.5150
124 H 4.2373 1.5511 5.6395
125 H 3.1000 2.6307 4.8841
126 H 1.6294 0.5710 4.4774
127 H 3.1679 -0.3954 4.8803
128 H 2.4288 -0.8488 2.2935
129 H 3.1116 0.3930 1.2589
130 H 1.5810 0.6784 2.0462
131 C 3.6607 -0.7936 -6.1487
132 O 2.4840 -1.0974 -6.8851
133 C 1.4384 -1.5776 -6.0425
134 C 0.1997 -1.6767 -6.8953
135 N -1.0198 -1.8238 -6.1024
136 C -1.5296 -0.5150 -5.6897
137 C -2.9025 -0.5787 -5.0173
138 O -3.2132 0.6550 -4.4053
139 C -3.2821 1.7962 -5.2468
140 H 3.4303 -0.0505 -5.3771
141 H 4.3455 -0.3621 -6.8736
142 H 4.0430 -1.7053 -5.6853
143 H 1.2972 -0.8005 -5.2773
144 H 1.7468 -2.4980 -5.5387
145 H 0.2990 -2.4890 -7.6203
146 H 0.1429 -0.7870 -7.5372
147 H -1.7445 -2.2609 -6.6628
148 H -1.5974 0.2072 -6.5135
149 H -0.8094 -0.1495 -4.9518
150 H -2.8460 -1.2622 -4.1680
151 H -3.6581 -0.8726 -5.7578
152 H -3.5669 2.6326 -4.6116
153 H -4.0396 1.7046 -6.0318
154 H -2.2958 2.0151 -5.6530
155 C 2.9325 1.4719 -2.5691
156 C 3.4591 2.8298 -2.1714
157 O 2.3981 3.5569 -1.5486
158 H 2.0242 1.6577 -3.1480
159 H 2.6177 0.9836 -1.6443
160 H 3.6538 0.8709 -3.1175
161 H 3.8062 3.4034 -3.0376
162 H 4.3075 2.7262 -1.4853
163 H 2.5067 4.4962 -1.7101
164 C -0.1914 -0.2312 -1.9042
165 C 0.1048 0.1275 -0.4480
166 O 0.6345 -1.0174 0.1822
167 H -0.8774 -1.0729 -2.0052
168 H 0.6979 -0.4688 -2.4920
169 H -0.6627 0.6069 -2.4329
170 H -0.8340 0.4054 0.0516
171 H 0.7400 1.0081 -0.3386
172 H -0.0583 -1.7242 0.2264
173 C -0.4654 -3.5604 -3.2412
174 C -0.0629 -4.9676 -3.6229
175 O -0.4780 -5.9621 -2.6765
176 H 0.2671 -2.8190 -3.5604
177 H -0.5687 -3.5537 -2.1534
178 H -1.3997 -3.2249 -3.6925
179 H 1.0281 -5.0580 -3.6826
180 H -0.4707 -5.2808 -4.5843
181 H 0.0276 -5.8083 -1.8709

ΔE to the lowest compared entry with this formula, charge and spin ... 97.9 kJ/mol
Electronic energy ... -88627.8715 eV
SMILES ... COC[C@H](C)N.COC[C@H](C)N.COCCNCCOC.COCCNCCOC.COCCNCCOC.COCCNCCOC.COCCNCCOC.CCO.CCO.CCO
Charge ... 0

Entry 3:
Molecular formula: C30H38AsF9N6O6PReS2
Method: DFT, wB97M-V/def2-TZVPD

CARTESIAN COORDINATES (ANGSTROEM)
1 Re -15.3474 -3.3177 10.1539
2 O -15.3501 -4.0217 13.9916
3 C -15.2953 -4.2806 12.8353
4 O -16.1902 -3.9252 11.8551
5 C -14.1522 -4.9865 12.1315
6 C -13.0543 -5.3278 12.9383
7 C -11.8824 -5.7376 12.3558
8 C -11.9341 -5.8956 10.9616
9 C -10.8279 -6.4490 10.3171
10 C -10.7323 -6.6320 8.9550
11 C -11.8481 -6.3600 8.1701
12 C -12.9960 -5.8539 8.7086
13 C -13.0174 -5.5623 10.1203
14 N -14.1428 -5.0125 10.7256
15 H -13.1851 -5.1734 14.0411
16 H -10.9041 -5.6828 12.8887
17 H -9.9615 -6.6913 11.0134
18 H -9.7899 -6.9442 8.5210
19 H -11.8848 -6.6643 7.0857
20 H -13.9638 -5.7678 8.1639
21 C -23.8257 0.3515 13.2438
22 C -23.7772 -1.0080 12.6150
23 As -22.0862 -1.3880 11.6236
24 C -22.2064 -3.4122 11.6274
25 C -23.1963 -4.1221 10.7090
26 C -22.6243 -0.9296 9.6893
27 C -23.0383 0.5101 9.5154
28 H -24.6129 0.4251 13.9848
29 H -24.0597 1.1157 12.5501
30 H -22.8584 0.6527 13.7327
31 H -24.5855 -1.1461 11.8839
32 H -23.8936 -1.8343 13.2946
33 H -22.4208 -3.5815 12.6671
34 H -21.1754 -3.6983 11.4843
35 H -24.0761 -3.5098 10.5783
36 H -23.4999 -5.1204 11.0840
37 H -22.7238 -4.2521 9.7383
38 H -23.4728 -1.6255 9.5290
39 H -21.8304 -1.3566 9.0801
40 H -23.8941 0.7936 10.1871
41 H -23.3453 0.7987 8.5073
42 H -22.2101 1.1967 9.6843
43 F -16.9919 -1.7482 6.7575
44 C -15.8530 -0.9731 6.8785
45 F -16.0653 -0.0175 7.8296
46 F -15.6979 -0.3620 5.6756
47 S -14.2816 -1.9239 7.3689
48 O -14.6974 -3.1831 8.1597
49 O -13.7254 -2.2447 6.1052
50 N -13.4248 -0.9291 8.3354
51 S -12.6632 -1.5863 9.5462
52 O -12.1095 -0.5408 10.3419
53 O -13.3339 -2.6775 10.3465
54 C -11.2573 -2.4824 8.6388
55 F -10.7701 -3.4988 9.3880
56 F -10.2424 -1.6219 8.4328
57 F -11.5569 -2.9729 7.4375
58 C -14.9332 1.5600 12.4168
59 N -14.8805 0.2660 13.2024
60 C -16.1576 0.1242 13.9770
61 N -17.3312 0.1161 13.0831
62 C -17.3359 1.3840 12.3456
63 N -16.1065 1.6105 11.5819
64 C -16.0490 0.6751 10.4308
65 P -15.9523 -1.1597 10.9695
66 C -14.6042 -0.9049 12.2600
67 C -17.4227 -1.0556 12.2438
68 H -14.0231 1.6705 11.7588
69 H -14.9191 2.3797 13.1206
70 H -14.0885 0.3140 13.8303
71 H -16.2493 0.9923 14.6567
72 H -16.1490 -0.7655 14.6483
73 H -17.5331 2.2293 13.0364
74 H -18.2213 1.4386 11.6862
75 H -15.2853 1.0166 9.7383
76 H -17.0169 0.8309 9.9150
77 H -13.6364 -0.7809 11.8159
78 H -14.5762 -1.8286 12.9017
79 H -17.3761 -2.0081 12.8413
80 H -18.3106 -0.9682 11.6273
81 F -18.8962 -7.7684 7.0564
82 C -19.3312 -6.4882 6.9049
83 F -18.9180 -6.0414 5.6703
84 F -20.6840 -6.4693 6.9061
85 C -18.7183 -5.6590 7.9933
86 C -18.0285 -6.2173 9.0550
87 C -17.2063 -5.4507 9.8440
88 N -17.0052 -4.1574 9.5513
89 C -17.7822 -3.5650 8.6275
90 C -18.7428 -4.2708 7.8899
91 H -18.1156 -7.3072 9.2430
92 H -16.7606 -5.7282 10.7624
93 H -17.6565 -2.5181 8.4773
94 H -19.3098 -3.6706 7.1580

ΔE to the lowest compared entry with this formula, charge and spin ... 0.0 kJ/mol
Electronic energy ... -171308.3150 eV
Multiplicity ... 4
Charge ... +3

Entry 4:
Molecular formula: CH7NO3
Method: DFT, wB97M-V/def2-TZVPD

CARTESIAN COORDINATES (ANGSTROEM)
1 N -2.0627 -1.5854 0.6506
2 C -1.3846 -0.4221 0.5420
3 O -0.9116 -0.0178 -0.4935
4 H -2.4459 -1.8643 1.5309
5 H -2.4692 -2.0592 -0.1503
6 H -1.1394 -0.0021 1.5260
7 O 2.6494 0.2238 0.7361
8 H 2.4310 0.9767 1.2746
9 H 2.2815 0.4355 -0.1432
10 O 1.3266 1.4438 -1.5772
11 H 1.1675 2.0240 -2.3182
12 H 0.5574 0.8469 -1.5779

ΔE to the lowest compared entry with this formula, charge and spin ... 1.3 kJ/mol
Electronic energy ... -8783.5145 eV
SMILES ... NC=O.O.O
Charge ... 0

Entry 5:
Molecular formula: C6H12N3O2
Method: DFT, wB97M-V/def2-TZVPD

CARTESIAN COORDINATES (ANGSTROEM)
1 C 0.2631 0.5603 -1.7472
2 C -0.3365 1.6632 -1.3084
3 C 1.1457 0.1771 -0.6918
4 C -2.6877 0.4724 -0.0764
5 C 2.2304 -1.5518 0.8321
6 C 1.9908 -0.9872 -0.5460
7 N -2.8324 0.8708 1.1553
8 N 1.0964 1.0809 0.2548
9 N -3.2523 -0.6750 -0.3502
10 O 2.0334 1.4308 1.1967
11 O 0.2084 2.0677 -0.1226
12 H -0.1093 0.1450 -2.6386
13 H -1.0307 2.1537 -1.9539
14 H 3.0726 -0.9637 1.2708
15 H 2.5669 -2.5889 1.0399
16 H 1.2271 -1.2625 1.3403
17 H 2.9533 -0.9271 -1.0335
18 H 1.4005 -1.8312 -1.0025
19 H -2.0852 1.6029 1.5222
20 H -3.3412 0.3269 1.8888
21 H -2.9695 -1.1205 -1.2059
22 H 2.0157 0.6801 1.8008
23 H -3.5596 -1.3239 0.3755

ΔE to the lowest compared entry with this formula, charge and spin ... 671.6 kJ/mol
Electronic energy ... -14969.4670 eV
Charge ... +1

Entry 6:
Molecular formula: C4H8Se
Method: DFT, wB97M-V/def2-TZVPD

CARTESIAN COORDINATES (ANGSTROEM)
1 C -0.9442 -0.5070 -0.8286
2 C -0.8815 -0.9913 0.5583
3 C -0.6011 0.5011 0.2820
4 C 0.7978 1.0011 0.2029
5 Se 2.3830 -0.1596 -0.3335
6 H -0.1621 -0.7498 -1.6117
7 H -1.9922 -0.4744 -1.2116
8 H -1.8051 -1.4506 0.9844
9 H -0.0073 -1.4663 0.5880
10 H -1.3451 1.3071 0.5254
11 H 1.2346 1.6927 0.9714
12 H 0.9197 1.9629 -1.1348
13 H 2.4034 -0.6660 1.0078

ΔE to the lowest compared entry with this formula, charge and spin ... 322.9 kJ/mol
Electronic energy ... -69619.8884 eV
Charge ... 0

Entry 7:
Molecular formula: C3H4N2O
Method: DFT, wB97M-V/def2-TZVPD

CARTESIAN COORDINATES (ANGSTROEM)
1 N 0.7266 1.6338 -0.0424
2 C -0.0762 0.5263 -0.0261
3 C 0.3594 -0.7545 0.4206
4 C -0.5969 -1.5755 -0.0548
5 O -1.5764 -0.8813 -0.6426
6 N -1.2556 0.4785 -0.6007
7 H 1.3796 1.7752 0.7079
8 H 0.4358 2.4315 -0.5775
9 H 1.2834 -0.9779 0.9279
10 H -0.6440 -2.6532 -0.1143

ΔE to the lowest compared entry with this formula, charge and spin ... 186.6 kJ/mol
Electronic energy ... -8201.9520 eV
SMILES ... Nc1ccon1
Charge ... 0

Entry 8:
Molecular formula: C26H36MnN5O8P2
Method: DFT, wB97M-V/def2-TZVPD

CARTESIAN COORDINATES (ANGSTROEM)
1 Mn 0.7503 -0.5171 -0.2535
2 C -4.6787 -5.0107 0.7972
3 C -3.7226 -3.9210 0.3715
4 C -4.0414 -3.0069 -0.5981
5 C -3.1857 -1.9400 -0.9564
6 C -3.7161 -1.0600 -1.9424
7 N -3.5856 0.2195 -2.0711
8 C -3.1153 1.1936 -1.0667
9 C -3.9850 1.1345 0.1928
10 C -3.5175 2.1068 1.2578
11 N -2.1799 1.7294 1.7320
12 C -1.5473 2.3170 2.6953
13 C -0.1902 2.0829 2.9963
14 C 0.4277 2.8637 3.9995
15 C 1.7790 2.8267 4.2281
16 C 2.4427 3.6514 5.3043
17 C 2.5303 2.0066 3.3773
18 C 1.9745 1.2200 2.3826
19 C 2.8655 0.4191 1.5680
20 N 2.5801 -0.2990 0.5515
21 C 3.6731 -1.1058 -0.0355
22 C 3.2594 -2.5807 -0.1480
23 C 2.2168 -2.9909 0.8813
24 N 0.8879 -2.4049 0.5579
25 C -0.1227 -3.0973 0.8910
26 C -1.5081 -2.8729 0.5054
27 C -2.4284 -3.8334 0.8921
28 C -1.8754 -1.8449 -0.4024
29 O -1.0616 -0.9251 -0.7887
30 C 0.5739 1.1788 2.2085
31 O 0.0193 0.3724 1.3701
32 H -5.7139 -4.7189 0.6270
33 H -4.5614 -5.2429 1.8553
34 H -4.4969 -5.9310 0.2374
35 H -5.0114 -3.0769 -1.0848
36 H -4.3749 -1.5095 -2.6829
37 H -4.0757 0.6153 -2.8623
38 H -3.2001 2.1775 -1.5253
39 H -2.0654 1.0064 -0.8685
40 H -3.9847 0.1257 0.6091
41 H -5.0146 1.3791 -0.0691
42 H -4.2135 2.0954 2.0943
43 H -3.4886 3.1238 0.8637
44 H -1.6192 1.0348 1.2241
45 H -2.0929 3.0741 3.2561
46 H -0.1939 3.5283 4.5935
47 H 1.7046 4.1316 5.9443
48 H 3.0698 4.4323 4.8696
49 H 3.0827 3.0314 5.9327
50 H 3.6120 1.9894 3.4921
51 H 3.9112 0.4470 1.8714
52 H 4.5474 -1.0094 0.6066
53 H 3.9319 -0.7142 -1.0177
54 H 4.1440 -3.1994 -0.0042
55 H 2.8794 -2.7871 -1.1468
56 H 2.5072 -2.6675 1.8836
57 H 2.1275 -4.0755 0.8932
58 H 0.0546 -4.0241 1.4410
59 H -2.0999 -4.5921 1.5994
60 N 0.8964 1.5062 -4.1424
61 C 2.1599 1.2579 -3.3311
62 C 3.3601 1.8646 -4.0489
63 P 2.3575 -0.5947 -3.1908
64 O 1.6481 -0.9708 -4.6109
65 O 3.7743 -0.9805 -3.1552
66 O 1.4176 -1.0332 -2.0903
67 P 1.8415 2.0795 -1.7015
68 O 1.2607 3.4840 -2.2741
69 O 3.0722 2.2346 -0.9152
70 O 0.6335 1.3397 -1.1343
71 H 0.9138 0.9308 -4.9874
72 H 0.8189 2.4983 -4.3650
73 H 0.0834 1.2368 -3.5856
74 H 3.5687 1.3502 -4.9890
75 H 4.2351 1.7527 -3.4128
76 H 3.2102 2.9301 -4.2421
77 H 2.1313 -1.6807 -5.0592
78 H 1.7328 4.2390 -1.8948

ΔE to the lowest compared entry with this formula, charge and spin ... 0.0 kJ/mol
Electronic energy ... -101270.3604 eV
Multiplicity ... 5
Charge ... +2